Arrangement A

DFT (ωB97M-V/def2-TZVPD) results for a 2-piece molecular cluster, C7H11NO overall.

CARTESIAN COORDINATES (ANGSTROEM)
H 0.152 1.604 1.250
N 1.883 -1.431 -1.279
C 0.033 -0.093 2.478
H -2.431 1.016 2.058
C 0.726 -0.140 0.110
H 0.132 -1.166 2.599
O -2.876 0.637 1.278
H -0.302 0.411 3.375
C 0.282 0.529 1.331
H -1.483 0.552 -2.375
H 2.550 -2.084 -1.676
C 0.989 -0.734 -2.048
C 0.266 0.096 -1.224
H 0.928 -0.844 -3.117
H 2.362 -1.546 0.770
H -1.436 1.338 -0.809
H -0.404 1.946 -2.072
C -0.821 1.028 -1.652
C 1.744 -1.068 0.028
H -2.294 -0.051 0.976

## Properties
E_LUMO   0.90 eV
Frontier orbital gap   9.109 eV
SMILES   C=Cc1c[nH]cc1C.O
Multiplicity   1

Arrangement B

DFT (ωB97M-V/def2-TZVPD) results for a 3-piece molecular cluster, C7H11NO overall.

CARTESIAN COORDINATES (ANGSTROEM)
C 0.049 -0.613 0.431
H -2.374 0.313 2.117
C -2.312 -0.374 0.323
C 2.548 0.267 0.106
C 3.397 -0.903 0.579
H -4.014 -0.919 -0.875
C -0.064 1.858 -0.566
N -2.943 -0.037 1.344
H 0.898 2.377 -0.518
H -2.660 -0.176 -1.768
H -0.379 1.827 -1.613
H -0.796 2.433 0.008
H -2.520 -1.837 -1.206
H 0.199 -1.610 0.773
O 3.019 1.314 -0.239
H 4.465 -0.662 0.540
C 0.106 0.517 -0.033
H 3.114 -1.154 1.604
C -2.922 -0.854 -0.952
H 3.187 -1.767 -0.056

## Properties
E_LUMO (alpha / beta)   0.82 / 0.55 eV
Frontier orbital gap (alpha / beta)   7.790 / 7.068 eV
Multiplicity   1

Arrangement C

DFT (ωB97M-V/def2-TZVPD) results for a 2-piece molecular cluster, C7H11NO overall.

CARTESIAN COORDINATES (ANGSTROEM)
H -2.708 -2.268 -0.240
H 1.461 -1.380 -1.685
H 3.424 1.505 -0.734
N -1.244 1.069 1.171
H 0.021 -0.103 2.320
H 0.757 0.222 -1.305
H 1.949 1.618 0.277
C 1.701 -0.329 -1.454
C -2.783 -0.099 -0.273
H 2.232 0.109 -2.316
H -2.592 2.050 -0.059
H -3.589 -0.033 -1.017
C -2.229 1.064 0.260
C -2.296 -1.330 0.156
H 3.465 0.965 0.974
C -1.274 -1.342 1.102
H -0.854 -2.286 1.474
C -0.785 -0.126 1.575
O 2.501 -0.316 -0.288
C 2.844 1.010 0.063

## Properties
E_LUMO   0.96 eV
Frontier orbital gap   10.676 eV
SMILES   c1ccncc1.COC
Multiplicity   1

Tell me which of them is the most stable. Sure, it is arrangement A.

Arrangement A

DFT (ωB97M-V/def2-TZVPD) results for one molecule with the formula C7H11NO.

CARTESIAN COORDINATES (ANGSTROEM)
H -0.520 -2.045 -0.926
C 0.214 1.843 -0.571
H 0.126 2.867 -0.762
H -1.872 -0.691 1.440
H 0.084 2.158 1.516
H -1.967 1.916 -0.003
C 2.023 -0.841 -0.388
H 0.764 1.423 -1.525
C -1.084 1.161 -0.090
H -2.756 -1.836 0.208
O 0.545 0.201 1.326
H 0.805 -1.659 1.113
H 2.557 0.160 -0.183
C 0.116 1.370 0.761
C -1.923 -1.145 0.453
H 2.622 -1.771 -0.356
H 1.647 -0.843 -1.492
C 0.734 -0.911 0.422
C -0.587 -1.208 -0.288
N -1.529 -0.147 -0.654

## Properties
E_LUMO   1.04 eV
Frontier orbital gap   9.339 eV
SMILES   C[C@H]1O[C@H]2C[C@H]2N2C[C@H]12
Multiplicity   1

Arrangement B

DFT (ωB97M-V/def2-TZVPD) results for C7H11NO as an isolated structure.

CARTESIAN COORDINATES (ANGSTROEM)
H 1.363 -1.787 -0.384
H -1.670 1.327 -1.415
H -0.226 1.987 -1.145
O -2.785 -0.525 -0.621
C -0.357 -0.187 -0.680
H 4.244 0.006 -0.353
H 1.913 1.192 -0.216
C 2.130 0.052 -0.133
C -1.673 -0.897 -0.337
H -2.482 -2.510 0.719
H -2.066 1.223 1.107
H -1.576 2.858 0.734
C 0.869 -0.816 -0.285
H -0.434 -2.204 0.694
C -1.261 1.746 0.808
N -1.687 -2.057 0.398
H 3.557 -1.638 0.500
C 3.327 -0.482 -0.096
H -0.315 1.459 1.439
C -0.871 1.255 -0.732

## Properties
E_LUMO   -0.33 eV
Frontier orbital gap   8.539 eV
Multiplicity   1

Tell me which of them is the most stable. Sure, it is arrangement A.

Arrangement A

DFT (ωB97M-V/def2-TZVPD) results for one molecule with the formula C6H7NO3.

CARTESIAN COORDINATES (ANGSTROEM)
O 2.991 1.258 0.853
H -1.709 0.862 0.141
C 1.472 0.665 -0.773
C 0.588 -1.471 0.572
N 2.356 0.452 0.182
C 1.672 -1.492 -0.495
C 0.336 1.590 -0.349
H 1.813 -2.523 -0.823
H 0.532 2.005 0.550
H -1.035 -0.015 -1.142
O 2.784 -0.900 0.169
H 0.794 -2.206 1.356
H -0.009 2.293 -1.130
C -0.812 0.554 -0.263
O 1.320 -0.479 -1.473
C -0.438 -0.620 0.720
H -1.062 -0.473 1.680

## Properties
E_LUMO (alpha / beta)   0.60 / 0.60 eV
Frontier orbital gap (alpha / beta)   8.977 / 8.975 eV
SMILES   [O-][N+]1=C2CCC=C[C@@H](O2)O1
Multiplicity   1

Arrangement B

DFT (ωB97M-V/def2-TZVPD) results for one molecule with the formula C6H7NO3.

CARTESIAN COORDINATES (ANGSTROEM)
H -0.598 -0.143 -2.896
C 0.165 -1.454 -1.217
O -0.185 -0.741 3.066
H 0.320 -2.199 -1.965
H -0.941 1.750 -1.816
H 0.929 -2.274 0.472
N -0.604 -0.580 1.937
C -0.353 -0.235 -1.892
O -1.735 -0.673 1.593
C 0.385 -0.185 0.921
H 1.427 -0.002 1.428
C 0.651 -1.352 0.038
O 0.690 2.302 0.374
H -1.090 1.494 0.940
C -0.167 1.261 0.217
H 1.596 2.072 0.060
C -0.491 0.958 -1.261

## Properties
E_LUMO   -0.06 eV
Frontier orbital gap   9.265 eV
SMILES   O=[N+]([O-])[C@H]1C=CC=C[C@@H]1O
Multiplicity   1

Tell me which of them is the most stable. Sure, it is arrangement B.

Arrangement A

DFT (ωB97M-V/def2-TZVPD) results for H9O4 as an isolated structure.

CARTESIAN COORDINATES (ANGSTROEM)
H -1.298 0.200 0.654
H 2.351 -1.486 -0.650
H -2.510 0.492 -0.763
H 1.085 1.629 -0.283
H -0.760 0.899 -0.585
O -1.603 0.501 -0.439
O 1.406 -1.214 -0.814
H 0.954 -0.025 -0.575
O 0.390 0.961 -0.161
O -0.591 -0.383 1.481
H -0.655 -0.042 2.402
H 1.053 -2.031 -1.177
H 0.177 0.499 0.909

## Properties
Total charge   +1
E_LUMO   -3.73 eV
Frontier orbital gap   12.270 eV
Multiplicity   1

Arrangement B

DFT (ωB97M-V/def2-TZVPD) results for a 4-piece molecular cluster, H9O4 overall.

CARTESIAN COORDINATES (ANGSTROEM)
O -0.946 -1.484 1.622
O 1.996 1.365 0.792
H -0.989 -0.501 -3.161
O 0.014 0.074 -0.090
H -0.281 -0.083 -1.044
H -0.281 -0.671 0.536
H -1.547 0.709 -2.374
H 0.930 0.463 0.143
H -0.825 -1.590 2.586
H 2.806 1.240 1.284
H -1.908 -1.647 1.530
O -1.044 -0.134 -2.289
H 2.075 2.259 0.465

## Properties
Total charge   +1
E_LUMO   -3.06 eV
Frontier orbital gap   13.600 eV
Multiplicity   1

Tell me which of them is the most stable. Sure, it is arrangement B.